Record 1
{"formula": "C9H23N5O12", "method": "wB97M-V/def2-TZVPD", "relative_energy_ev": 1.703, "smiles": "C[N+](=O)[O-].C[N+](=O)[O-].C[N+](=O)[O-].C[N+](=O)[O-].C[N+](=O)[O-].CCOC(C)=O", "homo_lumo_gap_ha": 0.380, "symbols": ["C", "N", "O", "O", "H", "H", "H", "C", "N", "O", "O", "H", "H", "H", "C", "N", "O", "O", "H", "H", "H", "C", "N", "O", "O", "H", "H", "H", "C", "N", "O", "O", "H", "H", "H", "O", "C", "O", "C", "C", "C", "H", "H", "H", "H", "H", "H", "H", "H"], "coordinates": [[-1.459, 17.098, -17.159], [-2.620, 16.749, -18.026], [-2.649, 15.627, -18.494], [-3.514, 17.572, -18.224], [-1.586, 16.680, -16.160], [-1.406, 18.182, -17.060], [-0.598, 16.596, -17.601], [6.751, 26.250, -9.574], [5.787, 26.291, -8.478], [5.113, 27.278, -8.246], [5.754, 25.323, -7.709], [6.316, 25.650, -10.373], [7.594, 25.763, -9.084], [6.903, 27.294, -9.849], [10.198, 27.178, -16.978], [8.934, 26.457, -16.729], [9.003, 25.515, -16.039], [7.925, 27.049, -17.165], [10.774, 27.267, -16.056], [9.945, 28.157, -17.383], [10.729, 26.516, -17.662], [7.297, 18.987, -11.163], [6.770, 18.516, -12.478], [7.112, 17.449, -12.890], [6.057, 19.324, -13.049], [8.295, 18.578, -10.999], [6.782, 18.774, -10.226], [7.323, 20.075, -11.209], [-9.039, 23.489, -18.266], [-8.365, 22.569, -17.379], [-8.943, 21.515, -17.212], [-7.380, 22.917, -16.758], [-9.713, 24.099, -17.665], [-9.559, 22.978, -19.076], [-8.226, 24.079, -18.689], [-1.380, 21.314, -11.991], [-0.774, 22.011, -11.141], [-0.294, 23.257, -11.365], [-0.400, 23.847, -12.632], [0.980, 23.770, -13.350], [-0.246, 21.670, -9.739], [-0.421, 24.900, -12.353], [-1.205, 23.575, -13.315], [1.916, 23.917, -12.812], [1.146, 24.627, -14.003], [1.057, 22.852, -13.933], [0.559, 20.958, -9.920], [-1.060, 21.243, -9.153], [0.076, 22.573, -9.221]]}

***

Record 2
{"formula": "C9H24CdIO3", "method": "wB97M-V/def2-TZVPD", "relative_energy_ev": 9.472, "homo_lumo_gap_ha": 0.202, "total_charge": 1, "symbols": ["Cd", "I", "C", "C", "C", "O", "H", "H", "H", "H", "H", "H", "H", "H", "C", "C", "C", "O", "H", "H", "H", "H", "H", "H", "H", "H", "C", "C", "C", "O", "H", "H", "H", "H", "H", "H", "H", "H"], "coordinates": [[13.526, 0.465, 9.937], [15.135, 1.282, 9.032], [18.693, 0.057, 8.882], [18.636, 1.407, 9.595], [18.502, 2.673, 8.713], [17.619, 1.358, 10.596], [19.484, 0.025, 8.132], [17.816, -0.098, 8.253], [18.762, -0.744, 9.617], [19.600, 1.501, 10.096], [19.357, 2.912, 8.080], [18.175, 3.513, 9.325], [17.584, 2.689, 8.125], [16.793, 1.330, 10.106], [15.929, 5.612, 7.063], [16.047, 4.296, 7.885], [16.522, 4.537, 9.316], [14.805, 3.589, 7.913], [16.936, 5.984, 6.874], [15.362, 6.288, 7.703], [15.374, 5.483, 6.134], [16.748, 3.583, 7.450], [16.685, 3.624, 9.889], [15.748, 5.190, 9.720], [17.469, 5.074, 9.262], [14.946, 2.744, 8.345], [17.228, -1.490, 5.466], [16.963, -0.186, 6.184], [16.110, 0.815, 5.412], [16.270, -0.509, 7.368], [16.288, -1.970, 5.195], [17.725, -2.237, 6.084], [17.832, -1.220, 4.600], [17.890, 0.300, 6.488], [15.121, 0.385, 5.253], [16.564, 1.058, 4.452], [16.067, 1.753, 5.965], [15.999, 0.274, 7.852]]}

***

Record 3
{"formula": "C9H24ClEuI2N2P2S", "method": "wB97M-V/def2-TZVPD", "spin_multiplicity": 7, "s2": 12.068, "homo_lumo_gap_ha": [0.276, 0.180], "total_charge": 2, "symbols": ["I", "I", "Eu", "P", "C", "C", "H", "H", "H", "H", "H", "H", "C", "H", "H", "H", "P", "C", "C", "H", "H", "H", "C", "H", "H", "H", "H", "H", "H", "Cl", "S", "C", "N", "C", "C", "N", "H", "H", "H", "H", "H", "H"], "coordinates": [[0.438, -0.110, 2.147], [-0.913, 0.169, -3.442], [-0.875, -1.262, -0.585], [1.633, -2.728, -1.239], [3.326, -2.078, -1.393], [1.825, -4.103, -0.019], [2.502, -4.885, -0.397], [2.193, -4.486, -2.875], [0.827, -4.531, 0.172], [0.423, -4.192, -2.745], [3.646, -1.698, -0.416], [2.210, -3.691, 0.926], [1.415, -3.716, -2.777], [4.032, -2.836, -1.750], [1.440, -3.036, -3.640], [3.295, -1.231, -2.089], [-3.048, 0.721, 0.058], [-2.877, 2.519, 0.327], [-4.431, 0.600, -1.146], [-4.036, -0.931, 1.527], [-4.925, 0.634, 1.654], [-3.321, 0.411, 2.462], [-3.932, 0.165, 1.580], [-4.641, -0.466, -1.320], [-5.332, 1.101, -0.769], [-3.852, 3.005, 0.465], [-2.369, 2.938, -0.551], [-4.110, 1.040, -2.099], [-2.243, 2.687, 1.207], [-2.270, -3.328, -0.246], [1.182, 1.414, -1.160], [1.700, 2.296, 0.191], [1.029, 3.276, 0.863], [1.583, 3.563, 2.171], [2.802, 2.640, 2.243], [2.825, 2.031, 0.915], [0.237, 3.771, 0.469], [0.853, 3.358, 2.967], [1.914, 4.615, 2.223], [2.695, 1.876, 3.021], [3.719, 3.227, 2.391], [3.430, 1.248, 0.681]]}

***

Record 4
{"formula": "C9H24ClI2IrN2P2", "method": "wB97M-V/def2-TZVPD", "spin_multiplicity": 5, "relative_energy_ev": 0.000, "s2": 6.021, "homo_lumo_gap_ha": [0.286, 0.172], "total_charge": 2, "symbols": ["I", "I", "Ir", "P", "C", "C", "H", "H", "H", "H", "H", "H", "C", "H", "H", "H", "P", "C", "C", "H", "H", "H", "C", "H", "H", "H", "H", "H", "H", "Cl", "C", "N", "C", "C", "N", "H", "H", "H", "H", "H", "H"], "coordinates": [[2.991, -2.265, -0.469], [1.672, 0.618, 3.335], [-1.211, 0.423, -0.746], [0.807, 1.578, -0.917], [2.687, 1.870, -0.587], [0.852, 1.559, -2.779], [1.242, 2.511, -3.149], [0.665, 4.029, -1.131], [-0.187, 1.374, -3.075], [-0.900, 3.228, -0.647], [3.262, 0.996, -0.909], [1.500, 0.727, -3.070], [0.182, 3.283, -0.492], [3.031, 2.750, -1.150], [0.418, 3.461, 0.562], [2.862, 2.048, 0.480], [-1.243, -1.414, 0.671], [-0.463, -2.724, 1.855], [-2.690, -0.906, 1.734], [-2.439, -1.914, -1.331], [-2.701, -3.237, -0.097], [-1.150, -3.142, -1.016], [-1.981, -2.575, -0.585], [-3.213, -0.146, 1.144], [-3.314, -1.777, 1.957], [-1.227, -3.456, 2.154], [-0.072, -2.238, 2.755], [-2.279, -0.475, 2.653], [0.350, -3.251, 1.343], [-3.047, 1.179, -1.720], [4.446, -2.325, 1.630], [3.584, -1.310, 2.178], [3.866, -0.678, 3.442], [2.547, -0.967, 1.454], [1.509, -0.516, 0.989], [5.299, -2.531, 2.240], [4.843, -2.005, 0.626], [3.902, -3.272, 1.447], [3.990, 0.461, 3.372], [2.991, -0.841, 4.212], [4.758, -1.070, 3.960]]}